3 unconnected molecules or ions with the total composition C4H14O2S at a distorted geometry, computed with ωB97M-V/def2-TZVPD.

Output
- Frontier orbital gap: 9.41 eV
- 2S+1: 1
- Calculated total energy: -709.38171 a.u.
- ΔE to the lowest compared entry with this formula, charge and spin: 52.7 kcal/mol
- Structure (SMILES): CCCCS.O.O

Cartesian coordinates (Å):
1 C -1.3242 1.4922 -0.8715
2 C -1.8005 0.2786 -0.2609
3 C -0.7812 -0.6425 0.5187
4 C 0.1807 0.2412 1.3058
5 S -0.8644 0.5337 2.8411
6 H -0.4375 1.8001 -0.2902
7 H -0.9213 1.3059 -1.9871
8 H -1.9919 2.4184 -0.8828
9 H -2.3245 -0.3967 -0.9025
10 H -2.7885 0.5828 0.3340
11 H -0.3366 -1.1305 -0.4550
12 H -1.1931 -1.3169 1.1906
13 H 0.5874 1.1408 0.7643
14 H 1.1273 -0.2332 1.6856
15 H -0.2447 -0.2914 3.7563
16 H 3.2886 -0.0098 -0.2890
17 H 3.5062 -1.4566 -0.8286
18 O 3.2019 -0.5732 -1.0573
19 H 1.9001 -1.8760 -3.8370
20 H 1.1088 -0.6276 -4.2838
21 O 1.1608 -1.5099 -4.3908

Cartesian forces (eV/Å) of the 2 atoms listed first:
C 2.348 2.550 -3.173
C -4.514 -1.621 3.281

Results of the natural (NBO) charge analysis, in e, for atoms 1 through 2: atom 1 (C): -0.62, atom 2 (C): -0.43

3 unconnected molecules or ions with the total composition C4H14O2S2 at a distorted geometry, computed with ωB97M-V/def2-TZVPD.

Output
- Frontier orbital gap: 7.57 eV
- 2S+1: 1
- Calculated total energy: -1107.56950 a.u.
- ΔE to the lowest compared entry with this formula, charge and spin: 50.6 kcal/mol
- Structure (SMILES): CCSSCC.O.O

Cartesian coordinates (Å):
1 C -1.6335 -2.3829 1.5813
2 C -0.9055 -1.1396 1.1755
3 S 0.8143 -1.4730 0.8555
4 S 1.0456 -1.1099 -1.2527
5 C 0.8364 0.1212 -2.5883
6 C 1.0648 1.4936 -2.0233
7 H -1.0454 -3.1696 2.0568
8 H -2.4306 -2.1187 2.2651
9 H -2.1158 -2.8717 0.6859
10 H -1.4715 -0.6854 0.3479
11 H -0.9046 -0.3040 1.8876
12 H -0.2326 0.0310 -2.7477
13 H 1.4473 -0.2161 -3.3957
14 H 1.9513 1.4972 -1.3354
15 H 1.2507 2.1692 -2.8856
16 H 0.1362 1.7673 -1.4591
17 H 0.5594 4.0225 2.4566
18 H -0.9171 4.0360 2.3385
19 O -0.1230 4.1613 1.7875
20 H -1.3650 1.6473 0.6356
21 H -2.9412 1.5828 0.2475
22 O -2.0536 1.2692 0.0746

Cartesian forces (eV/Å) of the 2 atoms listed first:
C -1.163 -1.166 -0.406
C -0.460 0.838 -0.112

Results of the natural (NBO) charge analysis, in e, for atoms 1 through 2: atom 1 (C): -0.62, atom 2 (C): -0.60

3 unconnected molecules or ions with the total composition C4H14O2S2 at a distorted geometry, computed with ωB97M-V/def2-TZVPD.

Output
- Frontier orbital gap: 8.85 eV
- 2S+1: 1
- Calculated total energy: -1107.58868 a.u.
- ΔE to the lowest compared entry with this formula, charge and spin: 38.6 kcal/mol
- Structure (SMILES): CCCSSC.O.O

Cartesian coordinates (Å):
1 C -0.5514 -0.8513 1.0278
2 C -0.8018 -0.5701 2.4836
3 C -1.8620 -1.3348 0.2819
4 S -2.2093 -0.7079 -1.3611
5 S -1.6026 1.1164 -1.3162
6 C -0.3664 1.2617 -2.6463
7 H -0.0914 0.0900 0.7033
8 H 0.2280 -1.7091 0.9714
9 H -1.0565 0.4518 2.7498
10 H -1.5775 -1.2732 2.8688
11 H 0.1630 -0.5920 3.0279
12 H -1.9311 -2.3261 0.0447
13 H -2.5968 -1.1973 1.1715
14 H -0.8021 1.9607 -3.3451
15 H 0.6164 1.7168 -2.5437
16 H -0.2869 0.3532 -3.2013
17 H 1.2655 1.9365 0.4573
18 H 2.6733 1.4579 1.1259
19 O 2.2684 1.8167 0.3588
20 H 2.6682 -1.2361 -1.3153
21 H 2.6845 0.1839 -0.6684
22 O 3.1685 -0.5477 -0.8755

Cartesian forces (eV/Å) of the 2 atoms listed first:
C 1.099 -1.783 -0.688
C 0.227 -0.418 1.385

Results of the natural (NBO) charge analysis, in e, for atoms 1 through 2: atom 1 (C): -0.42, atom 2 (C): -0.62

3 unconnected molecules or ions with the total composition C4H14O2S2 at a distorted geometry, computed with ωB97M-V/def2-TZVPD.

Output
- Frontier orbital gap: 8.93 eV
- 2S+1: 1
- Calculated total energy: -1107.61868 a.u.
- ΔE to the lowest compared entry with this formula, charge and spin: 19.8 kcal/mol
- Structure (SMILES): CCSSCC.O.O

Cartesian coordinates (Å):
1 C 0.2508 1.9183 -0.0497
2 C 0.0426 2.5784 1.2377
3 S 0.1875 1.3391 2.5539
4 S -1.4453 0.1537 2.0590
5 C -0.8209 -1.3298 1.3218
6 C 0.4076 -2.0886 2.0032
7 H 0.5358 2.6941 -0.8743
8 H 1.0228 1.1625 0.0998
9 H -0.6161 1.3598 -0.3756
10 H 0.8526 3.2337 1.4997
11 H -1.0279 2.9760 1.2495
12 H -0.5987 -1.3114 0.2163
13 H -1.7299 -1.9827 1.3632
14 H 0.0708 -2.2550 3.0708
15 H 0.4038 -3.1416 1.6479
16 H 1.4129 -1.7938 1.7347
17 H 1.5555 0.2746 -2.4447
18 H 2.0452 -1.0808 -3.1175
19 O 1.3528 -0.6792 -2.5285
20 H -0.8117 -0.4357 -2.9825
21 H -1.6203 -0.6246 -4.2792
22 O -1.4699 -0.9671 -3.4054

Cartesian forces (eV/Å) of the 2 atoms listed first:
C 1.213 0.491 -2.763
C -1.994 -0.193 1.064

Results of the natural (NBO) charge analysis, in e, for atoms 1 through 2: atom 1 (C): -0.64, atom 2 (C): -0.53